18
Properties=species:S:1:pos:R:3:forces:R:3:mulliken_charge:R:1 method="wB97M-V/def2-TZVPD" lumo_ev=-3.23 homo_lumo_gap_ev=10.33 charge=+1 homo_ev=-13.56 relative_energy_kcal_mol=41.3 largest_force_ev_per_a=4.7 energy_ev=-15956.2133
C -0.4063 -1.7243 0.2026 -0.98 -0.84 1.75 -1.58
C -0.3261 0.8162 -1.6170 3.31 -0.68 1.42 -1.20
C -0.3485 -0.3878 0.7899 1.38 -1.26 -0.15 0.27
C -0.2551 0.8054 -0.0559 -1.27 0.45 -0.58 0.57
N -1.5294 0.4139 0.6807 -4.22 2.01 0.52 -0.38
O 0.3148 1.8845 0.5968 -0.64 -0.33 -0.80 -0.49
I 3.6704 0.0289 0.5422 -1.18 -0.16 1.92 -0.06
H 0.6014 -2.0199 0.1922 1.29 -1.27 0.36 0.35
H -1.1032 -2.3519 0.8181 1.01 0.13 -0.59 0.36
H -0.6802 -1.7601 -0.8000 -0.96 0.18 -1.74 0.46
H 0.1676 -0.1272 -2.0075 -1.25 0.84 0.30 0.36
H -1.2335 1.1228 -2.0992 -0.42 -0.02 0.01 0.35
H 0.4958 1.5367 -1.7980 -0.77 0.08 -0.46 0.33
H 0.1876 -0.3537 1.7582 -0.73 0.30 -0.52 0.50
H -2.4842 0.1542 0.1137 3.28 0.46 1.81 0.39
H -1.7092 0.9799 1.5640 0.01 -0.63 -1.69 0.33
H 4.4557 0.1452 -0.7517 1.09 0.19 -1.91 0.14
H 1.2414 1.6876 0.4541 1.05 0.53 0.35 0.29